<w>
The following is a DFT calculation (ωB97M-V with the def2-TZVPD basis set) of one molecule with the formula C7H16N2O2.

```
27
C7H16N2O2 | the Open Molecules 2025 dataset | ωB97M-V with the def2-TZVPD basis set
C -0.98 -1.43 2.13
C 0.08 -0.30 2.16
C 1.36 -0.66 1.39
C 1.32 0.38 -0.87
C 0.09 0.62 -1.75
C -1.23 0.92 -1.00
C -1.34 2.27 -0.29
H -0.49 -2.36 2.46
H -1.83 -1.12 2.79
H -1.41 -1.62 1.12
H 0.31 -0.05 3.22
H -0.43 0.59 1.73
H 1.70 -1.65 1.69
H 2.10 0.07 1.59
H 1.44 1.21 -0.16
H 2.22 0.36 -1.47
H -0.08 -0.31 -2.35
H 0.33 1.50 -2.41
H -2.01 0.82 -1.76
H -1.42 0.10 -0.26
H -1.02 3.05 -1.00
H -0.61 2.24 0.51
H -2.93 2.00 0.70
N 1.11 -0.82 -0.02
N 1.44 -2.02 -0.52
O -2.65 2.67 0.06
O 1.46 -2.13 -1.72
```

Gap between HOMO and LUMO (eV): 9.89
LUMO (eV): 0.713
SMILES string: CCCN(CCCCO)N=O
Charge: 0



<x>
The following is a DFT calculation (ωB97M-V with the def2-TZVPD basis set) of a 2-piece molecular cluster, C7H16N2O2 overall.

```
27
C7H16N2O2 | the Open Molecules 2025 dataset | ωB97M-V with the def2-TZVPD basis set
C -1.43 2.26 -1.36
C -0.45 -0.97 1.81
C 0.23 0.60 -1.58
C -1.61 -0.05 1.51
C -1.08 -2.26 2.27
C 0.42 -0.80 -1.90
C 1.26 1.40 -0.72
N 0.76 -0.81 1.62
N 2.58 1.76 -1.41
O 1.53 -1.94 1.70
O -0.95 1.11 -1.75
H -2.36 2.56 -1.74
H -0.83 3.15 -1.00
H -1.99 0.11 2.47
H -2.15 -0.69 0.78
H -1.44 1.02 1.11
H -1.00 -3.22 1.64
H -2.17 -2.25 2.43
H -0.58 -2.47 3.24
H -0.52 -0.97 -2.50
H 0.48 -1.44 -1.01
H 1.23 -0.97 -2.61
H 1.57 0.73 0.18
H 0.80 2.29 -0.36
H 2.41 -1.68 1.28
H 2.98 1.04 -2.06
H 2.30 2.51 -2.06
```

Gap between HOMO and LUMO (alpha / beta) (eV): 7.42 / 7.91
LUMO (alpha / beta) (eV): 0.636 / 0.654
Charge: 0



Stability, lowest: <x>



<w>
The following is a DFT calculation (ωB97M-V with the def2-TZVPD basis set) of one molecule with the formula C2H2N4O2.

```
10
C2H2N4O2 | the Open Molecules 2025 dataset | ωB97M-V with the def2-TZVPD basis set
C 1.31 -0.25 -0.16
C -1.12 -0.43 -0.05
H 3.29 -0.37 0.18
H 0.11 -2.03 -0.47
N 2.42 -0.85 0.41
N 1.00 1.24 -0.35
N -0.11 1.70 -0.11
N 0.14 -0.97 -0.19
O -1.44 0.95 0.47
O -2.15 -1.13 -0.08
```

Gap between HOMO and LUMO (eV): 9.08
LUMO (eV): -1.334
SMILES string: [H]/N=c1\nnoc(=O)[nH]1
Charge: 0



<x>
The following is a DFT calculation (ωB97M-V with the def2-TZVPD basis set) of one molecule with the formula C2H2N4O2.

```
10
C2H2N4O2 | the Open Molecules 2025 dataset | ωB97M-V with the def2-TZVPD basis set
C -0.84 0.36 -0.08
C 1.66 0.04 0.02
H -1.60 2.10 0.25
H 1.62 1.13 0.01
N -0.67 1.61 0.04
N -1.84 -0.63 -0.13
N -1.34 -1.76 -0.03
N 0.38 -0.40 -0.14
O -0.02 -1.78 0.14
O 2.63 -0.67 -0.07
```

Gap between HOMO and LUMO (eV): 9.37
LUMO (eV): -1.005
SMILES string: [H]/N=c1\nnon1C=O
Charge: 0



<y>
The following is a DFT calculation (ωB97M-V with the def2-TZVPD basis set) of a 2-piece molecular cluster, C2H2N4O2 overall.

```
10
C2H2N4O2 | the Open Molecules 2025 dataset | ωB97M-V with the def2-TZVPD basis set
C 1.88 -0.80 0.36
C 0.01 0.00 0.05
N 0.57 -1.06 0.53
N 2.13 0.37 -0.20
N 0.90 0.89 -0.40
N -2.70 0.09 -0.04
O -3.10 0.99 0.60
O -3.11 -0.78 -0.71
H 2.65 -1.48 0.64
H 0.77 1.79 -0.83
```

Gap between HOMO and LUMO (alpha / beta) (eV): 8.72 / 9.18
LUMO (alpha / beta) (eV): -1.549 / -1.349
Charge: 0



Stability, lowest: <y>



<w>
The following is a DFT calculation (ωB97M-V with the def2-TZVPD basis set) of a 2-piece molecular cluster, CH6N2S2 overall.

```
11
CH6N2S2 | the Open Molecules 2025 dataset | ωB97M-V with the def2-TZVPD basis set
S 1.73 -1.57 0.75
S 2.37 -0.56 -0.94
H 1.34 -2.69 0.12
H 3.69 -0.75 -0.75
N -0.49 1.44 -0.08
C -1.63 0.77 0.24
N -2.01 -0.27 -0.37
H 0.18 0.93 -0.64
H -0.07 2.01 0.64
H -2.19 1.25 1.05
H -2.91 -0.57 0.00
```

Gap between HOMO and LUMO (eV): 9.54
LUMO (eV): 0.286
SMILES string: [H]/N=C/N.SS
Charge: 0



<x>
The following is a DFT calculation (ωB97M-V with the def2-TZVPD basis set) of a 2-piece molecular cluster, CH6N2S2 overall.

```
11
CH6N2S2 | the Open Molecules 2025 dataset | ωB97M-V with the def2-TZVPD basis set
S 1.84 1.26 0.01
S 1.16 -0.39 -1.00
H 2.39 1.90 -1.03
H -0.01 0.05 -1.53
N -1.69 0.25 1.36
C -2.46 -0.81 0.89
N -2.19 -1.45 -0.18
H -1.47 0.06 2.33
H -0.83 0.37 0.86
H -3.31 -1.08 1.51
H -2.73 -2.32 -0.15
```

Gap between HOMO and LUMO (eV): 9.90
LUMO (eV): 0.500
SMILES string: [H]/N=C/N.SS
Charge: 0



<y>
The following is a DFT calculation (ωB97M-V with the def2-TZVPD basis set) of one molecule with the formula CH6N2S2.

```
11
CH6N2S2 | the Open Molecules 2025 dataset | ωB97M-V with the def2-TZVPD basis set
C -0.58 0.07 -0.44
N 1.51 -0.36 0.24
N 0.14 -0.59 0.56
S -2.36 -0.48 -0.49
S -0.41 1.95 -0.28
H -0.05 -0.33 -1.32
H 2.24 -1.08 0.43
H 1.71 0.47 0.83
H -0.23 -0.45 1.55
H -2.16 -1.24 0.45
H 0.18 2.04 -1.53
```

Gap between HOMO and LUMO (eV): 9.91
LUMO (eV): 0.916
SMILES string: NNC(S)S
Charge: 0



Stability, lowest: <y>



<w>
The following is a DFT calculation (ωB97M-V with the def2-TZVPD basis set) of one molecule with the formula C5H9N2O4PS.

```
22
C5H9N2O4PS | the Open Molecules 2025 dataset | ωB97M-V with the def2-TZVPD basis set
C 1.71 -0.66 0.46
C 1.04 1.81 -0.04
C 0.43 -1.36 0.72
C 0.39 -2.79 0.29
C -0.56 -0.73 1.35
N 1.77 0.75 0.43
N 0.10 1.71 -0.90
O 2.77 -1.25 0.43
O 1.51 2.94 0.48
O -1.07 2.71 -2.93
O -0.09 4.35 -1.20
P -0.75 3.04 -1.40
S -2.63 2.86 -0.52
H 1.39 -3.21 0.35
H 0.06 -2.86 -0.75
H -0.29 -3.37 0.90
H -1.47 -1.23 1.64
H -2.79 1.64 -1.03
H -0.47 0.30 1.64
H 2.68 1.07 0.75
H -0.63 3.34 -3.51
H 1.05 3.71 0.07
```

Gap between HOMO and LUMO (eV): 10.13
LUMO (eV): 0.194
SMILES string: C=C(C)C(=O)N/C(O)=N/[P@@](=O)(O)S
Charge: 0



<x>
The following is a DFT calculation (ωB97M-V with the def2-TZVPD basis set) of one molecule with the formula C5H9N2O4PS.

```
22
C5H9N2O4PS | the Open Molecules 2025 dataset | ωB97M-V with the def2-TZVPD basis set
C -0.66 0.18 2.02
C -0.35 -1.54 -0.13
C -0.22 1.50 1.62
C -0.91 2.67 2.27
C 0.99 1.54 0.98
N -0.61 -1.04 1.15
N 0.18 -0.76 -1.02
O -1.14 -0.04 3.10
O -0.77 -2.74 -0.41
O 0.39 -0.04 -3.50
O -0.42 -2.55 -2.97
P 0.43 -1.37 -2.59
S 2.51 -1.82 -2.75
H -0.20 3.04 3.06
H -1.86 2.36 2.84
H -1.01 3.42 1.40
H 1.54 2.49 0.89
H 2.44 -2.28 -3.98
H 1.54 0.63 0.79
H -1.21 -1.69 1.70
H 0.05 0.79 -3.00
H -0.72 -2.75 -1.46
```

Gap between HOMO and LUMO (eV): 9.93
LUMO (eV): 0.012
SMILES string: C=C(C)C(=O)N/C(O)=N/[P@@](=O)(O)S
Charge: 0



Stability, lowest: <x>